Here is one molecule with the formula C9H11NO at a distorted geometry from the OMol25 dataset. Energies are from the ωB97M-V functional and the def2-TZVPD basis.

Last columns: bonded neighbours and bond lengths (Å).
Cartesian coordinates (Å):
1 C -1.7889 -2.5539 0.5491  H10 1.257, H11 1.109, H12 0.907, N21 1.426
2 C -1.4333 -0.4364 1.6689  H13 1.177, H14 0.965, H15 1.069, N21 1.491
3 C 0.0151 -1.2494 -0.2705  C4 1.527, N21 1.390, O22 1.172
4 C 0.5287 0.1690 -0.5058  C3 1.527, C5 1.459, C9 1.357
5 C 1.9655 0.2385 -0.7522  C4 1.459, C6 1.393, H16 1.278
6 C 2.5709 1.4613 -1.0315  C5 1.393, C7 1.372, H17 1.058
7 C 1.7603 2.5669 -1.0908  C6 1.372, C8 1.412, H18 1.222
8 C 0.3658 2.5208 -0.8712  C7 1.412, C9 1.318, H19 0.970
9 C -0.1495 1.3418 -0.5863  C4 1.357, C8 1.318, H20 1.242
10 H -2.9709 -2.3392 0.9203  C1 1.257
11 H -1.1502 -3.0785 1.2886  C1 1.109
12 H -1.6311 -2.9637 -0.2447  C1 0.907
13 H -2.5217 0.0112 1.6450  C2 1.177
14 H -0.7722 0.2669 1.6547  C2 0.965
15 H -1.2233 -0.9937 2.5563  C2 1.069
16 H 2.4728 -0.9141 -0.9724  C5 1.278
17 H 3.6154 1.4827 -1.1989  C6 1.058
18 H 2.4326 3.5782 -1.2230  C7 1.222
19 H -0.0838 3.3770 -0.9456  C8 0.970
20 H -1.3336 1.0294 -0.3819  C9 1.242
21 N -1.1633 -1.2746 0.4660  C1 1.426, C2 1.491, C3 1.390
22 O 0.4945 -2.2400 -0.6742  C3 1.172

Results
HOMO: -9.16 eV
F_max: 11.98 eV/A
Structure (SMILES): CN(C)C(=O)c1ccccc1
ΔE to the lowest compared entry with this formula, charge and spin: 90.1 kcal/mol
E_LUMO: 0.0268 Ha
HOMO-LUMO gap: 9.9 eV


Here is one molecule with the formula C9H11NO at a distorted geometry from the OMol25 dataset. Energies are from the ωB97M-V functional and the def2-TZVPD basis.

Last columns: bonded neighbours and bond lengths (Å).
Cartesian coordinates (Å):
1 C 1.0415 0.5727 -0.6588  C2 1.275, C3 1.516, H12 1.073
2 C -0.1481 0.9790 -0.8717  C1 1.275, C8 1.505, N10 1.392
3 C 1.6097 -0.7850 -0.2936  C1 1.516, C4 1.409, C5 1.375
4 C 1.0505 -2.0322 -0.6370  C3 1.409, C6 1.198
5 C 2.8343 -0.8107 0.3311  C3 1.375, H13 1.033, H14 0.999
6 C 0.8754 -3.1895 -0.8932  C4 1.198, H16 1.107
7 C -1.7913 -0.5289 -0.0312  C9 1.528, N10 1.290, O11 1.336
8 C -0.4416 2.4542 -0.8277  C2 1.505, H17 1.084, H18 1.083, H19 1.140
9 C -1.1878 -0.6799 1.3646  C7 1.528, H20 1.109, H21 1.103, H22 1.134
10 N -1.2257 0.1067 -1.0011  C2 1.392, C7 1.290
11 O -2.8795 -1.2721 -0.2496  C7 1.336, H15 1.017
12 H 1.8561 1.2234 -0.4049  C1 1.073
13 H 3.1602 -1.7539 0.5983  C5 1.033
14 H 3.3853 -0.0103 0.5626  C5 0.999
15 H -3.3667 -1.0996 -1.1254  O11 1.017
16 H 0.4933 -4.2045 -1.1131  C6 1.107
17 H 0.4218 3.0445 -0.5409  C8 1.084
18 H -1.1706 2.6621 -0.0538  C8 1.083
19 H -0.7036 2.8074 -1.8795  C8 1.140
20 H -0.2103 -0.1599 1.3095  C9 1.109
21 H -1.0318 -1.7360 1.6435  C9 1.103
22 H -1.8742 -0.1491 2.0946  C9 1.134

Results
HOMO (alpha / beta): -5.37 / -8.98 eV
Expectation value of S²: 2.03
2S+1: 3
F_max: 8.59 eV/A
ΔE to the lowest compared entry with this formula, charge and spin: 19.1 kcal/mol
E_LUMO (alpha / beta): 0.0283 / -0.0751 Ha
HOMO-LUMO gap (alpha / beta): 6.1 / 6.9 eV